(1)
Molecular formula: C6H15CeClI2O2P
Method: DFT, ωB97M-V/def2-TZVPD

XYZ file:
```
28
Properties=species:S:1:pos:R:3:forces:R:3:mulliken_spin:R:1
I 2.8098 -0.7169 0.0923 -0.29 0.55 0.51 0.00
I 0.8204 -2.3116 -0.5767 -0.81 0.24 0.47 0.00
Ce -0.5707 0.8948 0.9534 -0.15 0.30 -0.10 1.02
P 0.1295 1.0819 -1.8850 -0.63 0.96 -0.83 0.00
C 1.0866 0.4974 -3.3088 0.23 -0.24 -0.05 0.00
C -1.5625 1.0908 -2.5967 0.11 -0.70 0.09 0.00
H -0.0795 3.4421 -1.2281 0.15 -0.06 -0.39 0.00
H 0.2258 3.1898 -2.9885 0.05 0.23 0.10 0.00
H 1.5646 3.0160 -1.8014 -0.28 0.16 -0.13 0.00
C 0.4891 2.8715 -1.9797 0.38 -0.03 0.65 0.00
H -2.3016 1.4573 -1.8803 -0.05 0.09 -0.18 0.00
H -1.5342 1.7337 -3.4836 -0.22 -0.14 0.16 0.00
H 0.8666 1.1533 -4.1734 0.07 -0.31 0.48 0.00
H 0.8158 -0.5290 -3.5525 0.02 -0.01 -0.07 0.00
H -1.8181 0.0575 -2.8884 -0.07 0.44 0.03 0.00
H 2.1529 0.5342 -3.0855 0.01 0.02 -0.09 0.00
C 3.4568 -3.0698 -1.7749 1.87 -1.87 -0.94 0.00
O 4.1727 -3.9249 -1.9842 -1.12 1.30 0.34 0.00
Cl -2.1359 2.9155 0.7945 0.69 -1.02 0.19 -0.01
C -0.8850 -2.1614 4.7170 -0.20 0.15 0.23 0.00
C -1.4224 -0.9821 3.9320 -0.68 0.02 0.58 0.00
O -0.4443 -0.5090 2.9584 1.41 -0.08 -1.07 0.00
H -0.5784 -2.9954 4.0861 -0.08 0.03 -0.18 0.00
H -1.6414 -2.5519 5.4174 0.22 0.29 -0.31 0.00
H -0.0290 -1.8335 5.3095 -0.01 -0.07 0.06 0.00
H -2.3269 -1.1756 3.3575 -0.03 -0.38 0.07 0.00
H -1.6330 -0.1164 4.5604 0.07 -0.17 0.19 0.00
H 0.3723 -1.0582 3.0092 -0.69 0.30 0.19 0.00
```
Positions in Å, forces in eV/Å.

## Properties
- spin multiplicity = 2
- charge = +2
- HOMO-LUMO gap (alpha / beta) (eV) = 7.89 / 7.88
- highest occupied orbital energy (alpha / beta) (hartree) = -0.603 / -0.602



(2)
Molecular formula: C6H15ClFeI2OPS
Method: DFT, ωB97M-V/def2-TZVPD

XYZ file:
```
28
Properties=species:S:1:pos:R:3:forces:R:3:mulliken_spin:R:1
I 0.6541 0.2457 -2.6537 0.18 0.03 -1.03 0.80
I -4.2497 0.0540 -1.6941 -0.11 0.04 -0.37 1.02
Fe -0.3454 -0.4233 -0.5242 0.79 -0.62 0.90 3.12
P 0.0951 1.6880 0.2074 2.21 1.85 1.35 -0.12
C -0.6868 3.0497 -0.7040 0.01 -0.51 0.02 0.00
C -0.0713 2.1109 1.9964 -0.58 -0.49 -0.22 -0.01
H 2.4758 1.0742 0.5510 -0.31 0.45 -0.29 0.01
H 2.2575 2.8632 0.2695 -0.11 -0.44 -0.07 -0.01
H 2.1658 1.7045 -1.1166 0.16 0.27 0.68 0.01
C 1.9475 1.8487 -0.0369 -0.63 -0.08 -0.29 0.02
H 0.5216 1.4299 2.6228 -0.24 0.21 -0.35 0.00
H 0.2461 3.1457 2.1847 -0.01 -0.19 -0.39 0.00
H -0.2268 3.9767 -0.3211 -0.32 -0.25 -0.27 -0.01
H -1.7671 3.0119 -0.4911 0.33 0.27 -0.22 0.00
H -1.1309 2.0289 2.2664 0.20 0.02 0.16 0.00
H -0.4960 2.9060 -1.7799 -0.21 0.35 0.40 -0.01
C -2.0994 -0.1372 0.3176 -3.35 -0.65 3.18 -0.02
O -2.8940 -0.1805 1.1540 2.51 0.35 -2.47 0.02
Cl 0.5318 -0.9984 1.4405 0.01 0.28 -0.49 0.18
C -0.8894 -3.5705 0.1988 -0.84 -0.39 0.13 0.01
S -0.2404 -2.6214 -1.1911 0.07 -0.52 0.23 -0.02
C 1.5622 -2.9225 -1.0117 0.27 0.12 -0.69 0.01
H -1.6096 -2.9760 0.7849 0.39 -0.28 -0.31 0.00
H -0.0764 -3.9188 0.8397 -0.19 0.17 -0.15 0.00
H -1.4139 -4.4141 -0.2656 0.14 0.07 0.33 0.00
H 1.7442 -3.7075 -0.2690 -0.17 0.39 -0.11 0.00
H 1.8977 -3.2760 -1.9900 0.00 -0.03 0.14 0.00
H 2.0977 -1.9918 -0.7843 -0.20 -0.44 0.18 0.00
```
Positions in Å, forces in eV/Å.

## Properties
- spin multiplicity = 6
- charge = +2
- HOMO-LUMO gap (alpha / beta) (eV) = 6.82 / 4.80
- highest occupied orbital energy (alpha / beta) (hartree) = -0.608 / -0.597



(3)
Molecular formula: C6H15ClNO
Method: DFT, ωB97M-V/def2-TZVPD

XYZ file:
```
24
Properties=species:S:1:pos:R:3:forces:R:3:nbo_charge:R:1
C -0.4274 -1.5913 -0.2613 -1.41 -0.51 2.00 -0.63
C 4.4334 -1.2050 0.1197 1.17 -0.81 -0.62 -0.37
C -2.3878 0.4183 1.0725 -1.36 -3.11 -0.30 -0.44
C -1.6402 2.1106 -0.6876 -1.09 -0.66 0.72 -0.41
C -1.1612 -0.3853 -0.8086 0.44 -1.09 -3.43 -0.28
C 3.4986 -0.3615 0.4583 -0.97 0.48 1.79 -0.23
N -1.3215 0.8068 0.0584 -1.43 -0.65 0.08 0.06
O -0.2208 0.8953 0.8594 1.58 1.14 1.10 -0.55
Cl 2.3252 0.2727 -0.6574 0.44 0.51 -0.86 -0.04
H 0.6723 -1.4839 -0.2462 -0.91 -0.25 -0.06 0.24
H -0.8312 -1.7955 0.7819 0.89 -0.16 -1.19 0.21
H -0.7998 -2.4141 -0.8932 0.66 0.09 0.27 0.25
H 4.6741 -1.4523 -0.9277 -0.41 0.07 0.62 0.23
H 5.0587 -1.6956 0.8794 -0.30 0.54 -0.29 0.24
H 0.6264 1.0041 0.3538 -0.66 -0.15 -0.19 0.50
H -2.7075 1.1429 1.8342 0.41 0.31 -0.89 0.26
H -3.2518 -0.0643 0.4555 1.26 1.45 1.22 0.24
H -1.9704 -0.4861 1.6540 -0.44 1.67 -0.97 0.25
H -2.4928 1.9229 -1.4278 1.29 0.27 1.20 0.25
H -1.9132 2.7957 0.1413 -0.01 -0.20 -0.85 0.24
H -0.7329 2.4571 -1.1656 0.07 -0.13 -0.22 0.24
H -2.0930 -0.6794 -1.3534 0.10 0.48 1.34 0.25
H -0.5739 -0.1985 -1.7223 0.16 1.25 0.40 0.24
H 3.2367 -0.0136 1.4824 0.52 -0.55 -0.87 0.23
```
Positions in Å, forces in eV/Å.

## Properties
- spin multiplicity = 1
- charge = +1
- HOMO-LUMO gap (eV) = 10.65
- highest occupied orbital energy (hartree) = -0.487



(4)
Molecular formula: C6H15ClNPS
Method: DFT, ωB97M-V/def2-TZVPD

XYZ file:
```
25
Properties=species:S:1:pos:R:3:forces:R:3:nbo_charge:R:1
C -1.2215 -1.6005 1.6023 1.11 -0.45 -2.48 -0.63
C -2.5769 0.1781 0.3891 -0.15 3.01 0.57 -0.65
C 1.7077 0.8909 -1.2485 0.39 -2.24 0.26 -0.61
C 1.9253 -1.2611 0.1348 0.91 3.06 3.43 -0.61
C -1.1820 -0.2648 0.7189 -0.29 -2.42 1.31 -0.04
C 1.1473 0.0731 -0.0896 0.50 0.54 -0.54 -0.01
N -0.2562 -0.2173 -0.3572 -0.76 -0.61 -1.43 -0.81
P -0.8892 -0.8776 -1.7758 3.69 -3.11 -0.63 1.14
S -2.2215 -2.3092 -1.6242 0.66 0.79 -0.48 -0.51
Cl -1.2687 0.6037 -3.0258 -0.45 0.87 -0.59 -0.23
H -1.7850 -2.3182 0.9686 0.17 0.08 1.04 0.23
H -0.1698 -2.0449 1.7642 -1.83 0.88 0.07 0.20
H -1.7266 -1.2882 2.5005 -0.09 -0.50 0.51 0.20
H -3.1239 -0.3705 -0.3969 0.24 0.46 0.80 0.25
H -2.5451 1.3511 0.2024 -0.23 -2.37 -0.07 0.21
H -2.9989 0.1016 1.3920 -1.04 -0.08 -0.35 0.22
H 1.8366 0.1747 -2.0714 0.18 0.76 -0.25 0.21
H 1.1519 1.7573 -1.4963 -0.71 0.65 -0.29 0.22
H 2.6343 1.1682 -0.8258 1.52 0.60 -0.34 0.21
H 1.6991 -1.8906 -0.6224 -0.62 -2.18 -2.39 0.21
H 1.5492 -1.6549 1.1037 0.57 -0.07 -0.75 0.21
H 3.0375 -1.1168 0.2120 -1.04 -0.04 -0.10 0.21
H -0.8224 0.3426 1.4792 0.80 2.11 0.94 0.20
H 1.2891 0.8113 0.7476 -0.90 -1.20 -0.08 0.21
H 0.5374 -1.5385 -2.6573 -2.66 1.44 1.85 -0.01
```
Positions in Å, forces in eV/Å.

## Properties
- spin multiplicity = 1
- HOMO-LUMO gap (eV) = 9.09
- highest occupied orbital energy (hartree) = -0.319



(5)
Molecular formula: C6H15INO2
Method: DFT, ωB97M-V/def2-TZVPD

XYZ file:
```
25
Properties=species:S:1:pos:R:3:forces:R:3:nbo_charge:R:1
C 0.1856 -3.3706 -0.2578 -0.30 1.66 -0.81 -0.64
C 0.8350 -2.2845 0.5727 2.14 -2.15 1.39 -0.11
O 0.4489 -1.0066 0.0122 0.74 -0.19 0.25 -0.49
C 0.9664 0.1206 0.4175 1.82 -0.43 1.56 0.71
O 1.1723 0.4777 1.7534 -1.15 -0.35 -0.66 -0.75
I 3.4830 0.1146 -0.1947 -1.07 0.01 -0.19 -0.28
C 0.3143 1.2797 -0.2558 -1.29 -0.18 -2.86 -0.17
N 1.1790 2.4182 -0.0309 -0.83 0.75 3.23 -0.70
C -1.1395 1.6262 0.1288 -0.55 0.53 -1.29 -0.41
C -2.1784 1.1948 -0.9841 3.62 -0.87 0.27 -0.58
H -0.4380 -2.7585 -0.8658 -1.31 0.01 -0.70 0.23
H 0.7617 -3.8891 -1.0199 0.60 -0.21 0.67 0.24
H -0.4240 -3.9728 0.3463 -0.68 -1.19 0.54 0.23
H 1.9539 -2.6357 0.5493 -1.46 2.15 0.05 0.24
H 0.5149 -2.2948 1.6471 0.15 0.00 -0.99 0.20
H 1.6810 -0.1077 2.3362 0.03 -0.20 -0.62 0.54
H 0.3400 1.1011 -1.3791 -0.07 -0.08 1.39 0.26
H 2.0030 2.2266 -0.5918 1.03 0.81 0.15 0.48
H 1.3255 2.3285 1.0290 0.98 0.23 -1.49 0.47
H 0.6673 3.3093 -0.0692 0.54 -0.16 -1.03 0.45
H -1.2226 2.7233 0.3291 0.13 -0.58 -0.52 0.20
H -1.4554 1.2310 1.0543 -0.04 -0.90 1.15 0.24
H -2.1695 0.0929 -1.0724 -0.44 0.52 0.31 0.22
H -3.0703 1.6170 -0.6833 -2.18 0.50 0.11 0.23
H -1.8166 1.5458 -1.9552 -0.41 0.31 0.11 0.21
```
Positions in Å, forces in eV/Å.

## Properties
- spin multiplicity = 1
- charge = +1
- HOMO-LUMO gap (eV) = 8.64
- highest occupied orbital energy (hartree) = -0.468
- SMILES = CCO[C@@](O)(I)[C@H]([NH3+])CC



(6)
Molecular formula: C6H15N
Method: DFT, ωB97M-V/def2-TZVPD

XYZ file:
```
22
Properties=species:S:1:pos:R:3:forces:R:3:mulliken_spin:R:1
C -0.5032 3.1362 0.8186 -0.28 -0.13 0.79 0.01
C -0.4312 1.9411 -0.1262 0.87 0.20 -0.50 1.18
N 0.0582 0.7462 0.5397 -1.01 0.14 0.50 -0.39
C -0.1308 -3.0130 0.2136 0.25 0.02 0.21 0.14
C 0.3247 -1.6507 0.7121 0.26 0.19 0.89 0.66
C -0.0856 -0.4949 -0.1946 0.60 -0.26 -0.02 -0.61
C 0.6680 -0.4994 -1.5248 -0.51 -0.13 -0.16 2.25
H 0.1628 3.9692 0.5906 0.08 -0.14 -0.20 -0.26
H -0.3066 2.8228 1.8531 0.19 -0.05 -0.22 -0.04
H -1.5114 3.5301 0.8725 -0.31 0.24 -0.19 -0.05
H 0.2267 2.2164 -0.9695 -0.17 -0.02 -0.01 0.10
H -1.3959 1.7201 -0.5919 0.02 -0.07 0.23 -0.05
H 0.9668 0.8786 0.9553 0.24 -0.07 -0.23 -0.13
H -1.2208 -3.0718 0.2043 0.00 -0.03 -0.13 -0.13
H 0.2601 -3.1923 -0.7822 -0.09 -0.05 -0.28 -0.03
H 0.2401 -3.8310 0.8347 -0.02 0.04 0.14 -0.06
H 1.4049 -1.6168 0.9164 -0.01 -0.11 -0.52 -0.22
H -0.0670 -1.4497 1.7221 -0.37 -0.09 -0.27 0.04
H -1.1491 -0.6391 -0.4063 -0.11 0.20 -0.02 0.08
H 1.7450 -0.3884 -1.3763 -0.09 0.07 -0.06 -0.06
H 0.4691 -1.4116 -2.0972 0.14 -0.03 0.05 -0.90
H 0.2752 0.2979 -2.1642 0.32 0.08 -0.01 -0.51
```
Positions in Å, forces in eV/Å.

## Properties
- spin multiplicity = 2
- charge = -1
- HOMO-LUMO gap (alpha / beta) (eV) = 2.46 / 9.03
- highest occupied orbital energy (alpha / beta) (hartree) = 0.056 / -0.181



(7)
Molecular formula: C6H15N
Method: DFT, ωB97M-V/def2-TZVPD

XYZ file:
```
22
Properties=species:S:1:pos:R:3:forces:R:3:nbo_charge:R:1
C -0.4799 -2.5379 -0.6560 -1.49 -0.34 1.08 -0.61
C 0.1182 -1.8032 0.5474 0.72 0.68 0.16 -0.41
C -0.6266 -0.5112 0.9826 0.12 -0.92 -1.72 -0.22
N -0.4414 0.6448 0.0575 -0.64 0.94 1.38 -0.44
C -1.1883 1.7696 0.6964 0.14 -0.29 -1.66 -0.42
C 0.9366 1.0561 -0.1017 1.85 -3.16 -0.29 -0.24
C 1.3586 1.7123 -1.4305 0.01 -0.27 1.29 -0.63
H -1.5453 -2.7067 -0.4001 0.23 0.05 -0.14 0.20
H -0.0980 -3.5597 -0.7350 0.37 0.32 -0.34 0.21
H -0.5330 -2.0114 -1.6033 0.59 0.13 -0.04 0.22
H 1.1658 -1.5564 0.3735 0.09 -0.16 -0.10 0.19
H 0.1668 -2.4771 1.4062 -0.30 -0.05 -0.02 0.21
H -0.4555 -0.2443 2.0327 0.15 -0.07 -0.03 0.17
H -1.6618 -0.8140 0.8151 -0.32 0.41 0.62 0.19
H -2.1184 1.3969 1.0975 -0.22 -0.02 0.30 0.20
H -0.5734 2.2600 1.4448 -0.02 0.07 0.45 0.17
H -1.4469 2.5028 -0.0772 0.12 0.03 0.17 0.20
H 1.4358 1.3759 0.8233 -0.39 1.01 0.03 0.17
H 1.4844 0.0968 -0.2094 -0.43 0.26 0.15 0.19
H 2.2650 1.1947 -1.7610 -0.37 -0.11 -0.34 0.21
H 1.7393 2.7073 -1.2157 -0.86 0.60 -0.73 0.21
H 0.4981 1.5048 -2.0870 0.64 0.88 -0.23 0.23
```
Positions in Å, forces in eV/Å.

## Properties
- spin multiplicity = 1
- HOMO-LUMO gap (eV) = 9.95
- highest occupied orbital energy (hartree) = -0.322
- SMILES = CCCN(C)CC



(8)
Molecular formula: C6H15N2
Method: DFT, ωB97M-V/def2-TZVPD

XYZ file:
```
23
Properties=species:S:1:pos:R:3:forces:R:3:nbo_charge:R:1
C -2.4389 -2.1555 0.4208 0.74 -1.68 0.47 -0.65
C -2.4015 -0.6878 0.3755 0.84 1.55 0.22 -0.23
C -1.5218 0.1168 1.0178 -1.26 -0.10 -0.71 -0.05
N -1.5864 1.5491 0.9275 -0.76 0.48 0.41 -0.86
H -1.7319 -2.5184 1.2272 -0.65 0.15 -1.03 0.21
H -3.4216 -2.5840 0.6646 0.10 0.49 0.17 0.24
H -2.2171 -2.6526 -0.5505 0.24 0.42 0.52 0.22
H -3.1163 -0.1662 -0.2709 -0.06 -0.22 0.33 0.20
H -0.6426 -0.2291 1.5756 -0.70 -0.10 0.12 0.18
H -1.6169 1.9644 1.8739 0.26 -0.32 -0.72 0.38
H -2.4590 1.8946 0.4691 1.00 -0.69 0.39 0.38
C 1.3803 -1.0096 -0.3291 -0.06 0.29 0.56 -0.63
C 1.3058 0.4975 -0.1230 0.01 0.38 -1.87 -0.23
C 3.2265 1.8233 -1.1503 -0.82 -0.26 -0.29 0.11
N 2.1334 1.1726 -1.2319 -0.85 -0.13 0.97 -0.38
H 1.1136 -1.3783 -1.3121 -0.23 0.29 -0.29 0.23
H 2.4074 -1.3084 -0.1424 0.02 -0.35 0.22 0.22
H 0.6848 -1.4565 0.3848 0.33 -0.20 -0.08 0.25
H 0.2865 0.9597 -0.2984 1.15 -0.56 0.56 0.28
H 1.7367 0.7985 0.8241 -0.09 0.14 0.13 0.22
H 3.4544 2.4496 -2.0083 0.61 -0.24 0.11 0.23
H 3.8428 1.7607 -0.2494 -0.32 0.25 -0.21 0.24
H 1.5818 1.1596 -2.0944 0.52 0.40 0.02 0.44
```
Positions in Å, forces in eV/Å.

## Properties
- spin multiplicity = 1
- charge = +1
- HOMO-LUMO gap (eV) = 6.54
- highest occupied orbital energy (hartree) = -0.418



(9)
Molecular formula: C6H15N2
Method: DFT, ωB97M-V/def2-TZVPD

XYZ file:
```
23
Properties=species:S:1:pos:R:3:forces:R:3:nbo_charge:R:1
C 0.1685 -2.9491 0.0106 0.06 0.03 0.27 -0.62
C -0.1684 -1.4710 0.1030 -0.23 -0.18 -0.20 -0.05
C -0.1323 -0.9220 1.5116 -0.40 0.21 0.00 -0.63
N 0.7466 -0.6758 -0.7777 0.12 -0.10 0.34 -0.79
H -0.5628 -3.5528 0.5470 -0.12 0.05 -0.11 0.24
H 0.1863 -3.2546 -1.0329 -0.01 -0.22 -0.06 0.21
H 1.1322 -3.1753 0.4691 0.13 0.10 -0.09 0.22
H -1.1732 -1.3285 -0.2964 -0.09 0.03 -0.07 0.19
H -0.5130 0.1008 1.5519 0.19 0.06 -0.03 0.22
H -0.8050 -1.4995 2.1412 0.11 -0.15 0.08 0.25
H 0.8687 -0.9542 1.9365 0.12 -0.05 0.08 0.21
H 0.9520 -1.2244 -1.6084 0.03 0.16 -0.13 0.41
H 1.6225 -0.6062 -0.2597 0.13 0.12 -0.28 0.39
C 0.0208 2.7235 -0.1060 -0.07 0.04 0.01 -0.07
C 1.0225 2.6348 0.7469 0.29 0.10 0.13 -0.32
C -1.5270 1.6780 -1.5085 -0.08 0.03 -0.32 0.07
N -0.4284 1.6220 -0.8771 -0.15 0.02 -0.18 -0.45
H -0.5399 3.6432 -0.2174 -0.02 0.01 -0.18 0.22
H 1.5752 1.7312 0.9592 0.00 -0.10 -0.18 0.20
H 1.3332 3.5200 1.2819 -0.07 -0.01 0.10 0.24
H -1.8722 0.8139 -2.0709 0.13 0.06 0.04 0.21
H -2.1270 2.5827 -1.5358 -0.04 0.00 0.15 0.20
H 0.2207 0.5633 -0.9680 0.00 -0.21 0.63 0.44
```
Positions in Å, forces in eV/Å.

## Properties
- spin multiplicity = 1
- charge = +1
- HOMO-LUMO gap (eV) = 10.14
- highest occupied orbital energy (hartree) = -0.523



(10)
Molecular formula: C6H15N2
Method: DFT, ωB97M-V/def2-TZVPD

XYZ file:
```
23
Properties=species:S:1:pos:R:3:forces:R:3:nbo_charge:R:1
C 1.6496 -1.9986 0.4260 -2.87 -1.10 -0.35 -0.35
N 0.6306 -1.1894 -0.1407 0.20 1.28 1.97 0.23
C -0.0656 -0.1894 0.7434 0.15 -1.91 -0.26 -0.35
C -1.4895 0.0269 0.2142 -1.77 0.11 -1.32 -0.46
C -2.2293 1.2663 0.7533 1.28 2.19 0.74 -0.20
C -2.2487 2.5269 0.1900 1.70 -3.28 0.57 -0.32
C 2.8794 -1.2517 0.8060 2.12 1.93 0.50 -0.58
N 0.0563 0.8513 -2.5496 0.80 0.45 -4.42 -1.04
H 1.8274 -2.8930 -0.1588 0.11 0.24 -0.61 0.26
H 1.2950 -2.3265 1.4151 -0.34 -0.06 0.12 0.30
H 0.1628 0.1823 -1.8637 0.18 -1.97 1.65 0.33
H 0.4743 0.7751 0.8045 0.33 -0.24 -0.36 0.33
H -0.1294 -0.6177 1.7756 0.58 0.45 -0.49 0.25
H -1.9972 -0.9406 0.4340 -0.09 0.84 -0.05 0.23
H -1.5114 0.1416 -0.8824 0.29 -0.20 0.43 0.26
H -2.4306 1.2446 1.8287 -0.36 -0.23 -0.27 0.20
H -2.2801 3.4401 0.7435 -1.07 0.20 0.53 0.22
H -1.7951 2.6477 -0.7719 -0.20 -0.03 -0.82 0.20
H 3.2285 -0.5852 -0.0139 -0.11 -0.60 0.56 0.25
H 2.6718 -0.6499 1.7036 0.28 -0.07 -0.39 0.24
H 0.1015 0.2846 -3.5121 -0.19 1.68 2.73 0.38
H 3.6572 -1.9980 1.0596 -0.46 0.41 -0.25 0.28
H 0.9421 1.3794 -2.5276 -0.58 -0.08 -0.23 0.36
```
Positions in Å, forces in eV/Å.

## Properties
- spin multiplicity = 1
- charge = +1
- HOMO-LUMO gap (eV) = 4.49
- highest occupied orbital energy (hartree) = -0.482